# 1
This record from the OMol25 dataset describes 4 unconnected molecules or ions with the total composition C15H45N4O11P4 in a non-equilibrium geometry. The level of theory is wB97M-V/def2-TZVPD.

The geometry in XYZ format:
```
79
Properties=species:S:1:pos:R:3:forces:R:3
C -3.88839 3.23293 1.73479 0.4 -1.4 -0.4
C -3.98749 3.08891 0.12498 -2.9 4.6 0.0
O -4.58042 4.03013 -0.46618 2.9 -4.7 1.6
O -3.46405 1.92546 -0.53361 1.7 1.8 0.6
C -2.08848 2.10722 -0.92079 -1.2 -1.1 -2.3
N -1.11718 1.91947 0.25648 0.4 -0.8 0.5
P 0.53051 2.31806 -0.35971 1.1 1.5 -1.7
P 1.88005 2.94424 1.22874 6.5 0.6 2.3
O 3.29014 2.98286 0.59058 -5.0 -0.4 1.0
O 1.97128 1.84850 2.53922 -1.4 2.7 -1.5
O 1.58293 4.49853 1.84812 -1.5 -3.4 -0.9
P -1.28418 0.16186 0.70607 -2.3 -1.6 -0.3
P -0.91425 0.10796 2.85058 1.3 1.1 4.4
O -0.90467 1.54034 3.41527 0.0 -2.7 -2.0
O 0.55793 -0.74236 3.07915 -2.9 1.4 -1.6
O -2.15876 -0.73803 3.67561 3.1 1.2 -1.7
H -4.93035 3.44070 2.18815 1.7 -0.3 -1.0
H -3.19309 4.09603 2.01114 -1.0 -1.1 -0.5
H -3.46989 2.25128 2.17645 -0.7 1.6 -0.5
H -1.88471 3.05894 -1.51732 -0.3 -0.9 1.3
H -1.84457 1.21757 -1.64145 -0.7 1.5 1.1
H -1.34806 2.52437 1.06914 0.0 -0.4 -0.1
H 1.07279 1.04895 -0.80996 -0.4 0.6 1.0
H 1.60519 2.28041 3.35652 0.3 -0.7 -0.7
H 0.66859 4.50488 2.22397 0.8 0.4 0.0
H -0.26101 -0.55480 -0.03095 0.0 1.0 0.9
H 1.05290 -0.56241 2.23562 -0.1 -0.3 1.3
H -1.93953 -0.57989 4.62862 -0.4 -0.1 -0.7
C -3.84877 0.70675 -5.18998 0.0 0.3 -0.1
C -2.63976 -0.11557 -4.75319 -0.4 -0.1 -0.2
C -2.50899 -1.46232 -5.49178 0.2 -0.2 0.3
O -3.41317 -2.46662 -5.04374 0.2 0.4 -0.3
C -4.71910 -2.36940 -5.59309 -0.1 -0.3 0.3
N -2.69270 -0.30373 -3.29533 0.4 -0.1 0.3
H -4.78556 0.33282 -4.77347 0.1 -0.1 0.0
H -3.74424 1.74294 -4.85477 0.0 -0.1 0.0
H -3.94138 0.71991 -6.27949 0.0 0.0 0.1
H -1.74703 0.47430 -4.98993 0.0 -0.1 0.0
H -1.50825 -1.86029 -5.29128 -0.1 -0.1 0.0
H -2.57870 -1.33477 -6.57809 -0.1 0.1 0.0
H -4.70772 -2.00616 -6.62383 0.0 0.1 0.0
H -5.34310 -1.72885 -4.96765 -0.1 0.1 -0.2
H -5.16165 -3.36707 -5.58324 0.1 0.0 0.0
H -1.83579 -0.76897 -2.99607 -0.1 -0.1 -0.2
H -3.42018 -0.99478 -3.10556 0.0 0.2 0.0
C 7.30029 1.40967 -2.35489 0.1 -0.3 0.0
C 5.89401 1.89092 -2.00898 0.3 0.4 -0.1
C 5.13584 2.49441 -3.20942 -0.1 0.1 0.2
O 5.54843 3.80990 -3.56528 -0.1 -0.5 -0.1
C 6.71876 3.86142 -4.36615 0.0 0.4 0.1
N 5.97704 2.83860 -0.89103 -0.3 0.1 -0.2
H 8.01355 2.22948 -2.45412 -0.1 0.0 0.0
H 7.68029 0.75259 -1.56748 -0.1 0.1 0.0
H 7.30236 0.84080 -3.28980 0.0 0.0 0.0
H 5.32725 1.01470 -1.67267 -0.1 0.1 0.0
H 4.08041 2.58616 -2.92859 0.0 0.1 0.0
H 5.16730 1.82997 -4.08182 0.2 0.0 0.0
H 6.78392 3.01718 -5.05754 0.0 -0.1 0.1
H 7.60573 3.90724 -3.73237 0.1 -0.1 -0.1
H 6.68539 4.78384 -4.94915 -0.1 -0.1 0.0
H 5.03128 3.08236 -0.59952 0.2 -0.1 0.1
H 6.34753 3.71411 -1.26285 0.1 -0.2 0.1
C -1.50916 -4.86046 7.33746 -0.2 0.0 0.3
C -1.48407 -3.89707 6.15456 0.3 -0.4 0.0
C -1.78113 -4.57361 4.80054 0.1 0.2 -0.1
O -0.69568 -5.32741 4.26918 -0.5 0.1 0.1
C -0.56374 -6.63152 4.81447 0.4 0.0 -0.2
N -0.19133 -3.19879 6.13704 -0.1 0.1 -0.3
H -0.61222 -5.47920 7.39596 0.0 0.1 -0.1
H -1.57277 -4.30501 8.27741 0.1 0.0 -0.1
H -2.37793 -5.52331 7.28581 0.1 0.0 0.0
H -2.27172 -3.15431 6.32743 0.0 0.0 -0.1
H -1.97511 -3.78417 4.06567 0.1 0.0 0.0
H -2.69082 -5.18416 4.84575 0.0 -0.1 0.1
H -1.53190 -7.08058 5.05042 0.0 0.1 0.1
H 0.07290 -6.60559 5.70016 -0.1 -0.2 0.1
H -0.06482 -7.25648 4.07134 -0.1 0.1 0.0
H -0.21456 -2.48826 5.40665 0.1 -0.1 0.1
H 0.50759 -3.86368 5.80315 -0.1 0.1 0.2
```
Forces are in eV/Å.

2S+1	1
lowest unoccupied orbital energy	-4.8	eV
net charge	+1
frontier orbital gap	5.788	eV
HOMO	-10.6	eV

***

# 2
This record from the OMol25 dataset describes a molecular structure, C15H45N4O9S in a non-equilibrium geometry. The level of theory is wB97M-V/def2-TZVPD.

The geometry in XYZ format:
```
74
Properties=species:S:1:pos:R:3:forces:R:3
N 0.25275 -0.89071 0.27900 2.7 3.1 -4.1
H -0.27524 -0.00340 0.38240 0.5 -0.6 -0.8
H 0.23840 -1.29880 -0.66930 -0.3 1.3 0.3
H -0.04712 -1.62879 0.95892 -0.1 -0.3 0.8
H 1.29182 -0.64867 0.44730 -0.9 0.0 0.3
N 0.43733 -0.74176 3.84539 -0.3 -0.9 0.9
H -0.37027 -0.53560 4.42776 0.1 0.3 -0.1
H 0.87302 0.11636 3.38260 0.1 0.6 -0.6
H 0.10100 -1.43004 3.11830 0.0 -0.1 -0.3
H 1.13593 -1.17995 4.44340 0.2 0.1 -0.3
S 2.82210 0.71222 2.10963 2.3 0.5 -0.1
O 3.60989 1.82427 1.57465 -0.5 0.2 -0.4
O 2.70963 -0.39457 1.13452 0.2 -0.5 -0.5
O 3.42480 0.23134 3.35190 -0.5 -0.5 0.7
O 1.42092 1.17486 2.38796 -1.2 0.3 0.8
C -0.88261 -3.72134 -0.05335 -0.2 0.2 0.5
C -1.31837 -3.19154 1.32250 -0.6 -1.1 0.5
C -1.54112 -4.40357 2.27130 0.4 0.5 -0.4
O -0.46227 -2.25218 1.82888 -1.4 -3.1 3.7
H 0.10239 -4.19436 -0.00911 0.0 0.0 0.2
H -0.79880 -2.90653 -0.77624 -0.6 -0.3 0.5
H -1.60914 -4.47083 -0.37981 0.0 0.1 -0.3
H -2.33762 -2.78655 1.19436 -0.1 0.3 -0.2
H -2.40421 -4.98377 1.93499 0.0 -0.1 0.1
H -1.71004 -4.04613 3.28714 -0.1 0.0 0.0
H -0.65399 -5.04226 2.26831 0.0 0.0 0.1
C 0.42991 2.06190 -4.59318 -0.2 -0.3 -0.4
O 0.23789 0.67015 -4.41000 -0.1 0.3 -0.1
C -0.90497 0.41086 -3.61661 0.0 -0.7 0.3
C -0.89460 -1.07059 -3.29513 0.4 -0.5 0.3
N 0.35851 -1.42392 -2.61267 -1.1 0.1 -0.5
C 0.60383 -2.85534 -2.57065 1.8 -0.5 -0.9
C 1.84615 -3.18796 -1.73006 -0.6 -0.3 -0.4
O 2.98048 -2.60972 -2.32497 -0.2 0.1 0.0
C 4.06336 -2.53424 -1.42823 0.8 0.2 0.0
H 1.13448 2.19343 -5.41176 0.2 0.0 0.1
H 0.80351 2.54381 -3.68939 0.0 0.0 0.1
H -0.51324 2.51742 -4.91026 0.0 0.2 0.1
H -1.83017 0.62501 -4.16265 0.0 0.3 -0.1
H -0.86040 0.99505 -2.69276 -0.1 0.1 0.1
H -1.00084 -1.64236 -4.22981 -0.1 0.0 -0.1
H -1.72907 -1.35690 -2.64922 -0.1 0.2 0.0
H 1.06313 -0.97541 -3.19141 0.4 -0.3 0.5
H 0.84488 -3.20682 -3.58592 0.0 -0.1 -0.1
H -0.18093 -3.53387 -2.23310 -0.2 0.8 -0.2
H 1.89416 -4.28727 -1.76014 0.3 -0.1 0.2
H 1.76944 -2.88873 -0.68043 -0.1 0.2 -0.1
H 4.39148 -3.52716 -1.09608 -0.1 -0.1 0.0
H 3.88507 -1.90026 -0.55381 -0.4 -0.1 0.0
H 4.89809 -2.08293 -1.96771 -0.1 -0.1 -0.1
C -4.58833 1.94069 1.88958 0.4 0.3 0.3
O -3.42546 1.36136 2.44310 -0.2 -0.1 -0.5
C -2.42052 1.10997 1.47410 0.6 -0.3 0.2
C -1.55582 2.31905 1.14927 -0.2 0.0 -0.7
N -0.35062 1.86978 0.38780 -0.8 1.3 1.5
C 0.20298 2.92219 -0.45545 0.2 0.0 -0.3
C 0.92239 4.05936 0.27973 -0.3 -0.8 -1.0
O -0.03930 4.90883 0.87284 0.2 0.4 0.2
C 0.58430 5.85507 1.70129 0.4 0.3 0.4
H -5.00432 1.37381 1.04930 0.0 -0.4 0.2
H -4.39866 2.94465 1.49071 0.0 0.1 0.2
H -5.27978 2.00065 2.72777 -0.3 0.1 -0.3
H -1.77943 0.32900 1.89579 -0.1 0.0 0.0
H -2.85877 0.69969 0.55539 -0.1 0.0 0.0
H -2.14355 3.01473 0.54198 0.1 0.1 0.0
H -1.27160 2.82908 2.07243 -0.1 0.0 0.0
H 0.30273 1.80277 1.20150 0.3 -0.8 -1.0
H 0.93035 2.47638 -1.14440 0.2 -0.1 0.3
H -0.57005 3.32167 -1.12437 -0.1 0.1 0.2
H 1.62971 3.61180 0.98778 0.0 0.2 0.2
H 1.48845 4.60140 -0.49285 0.1 0.2 0.2
H 1.46726 6.32310 1.24716 0.0 -0.2 -0.3
H 0.94211 5.40236 2.63253 -0.1 -0.1 0.0
H -0.08340 6.68077 1.94958 -0.4 -0.3 -0.1
```
Forces are in eV/Å.

2S+1	1
lowest unoccupied orbital energy	2.7	eV
net charge	-1
frontier orbital gap	7.276	eV
relative energy (zero: lowest compared OMol25 entry of this formula, charge and spin)	0.000	eV
HOMO	-4.6	eV